{
  "formula": "C5H7NO2",
  "method": "ωB97M-V with the def2-TZVPD basis set",
  "species": ["C", "C", "C", "C", "C", "H", "H", "H", "H", "H", "H", "H", "N", "O", "O"],
  "xyz": [[-1.943010, 0.574774, 1.145286], [-0.694598, 0.143828, 0.353902], [1.100525, 0.870786, -0.982599], [1.362345, -0.515828, -0.504415], [0.125616, -0.875620, 0.085555], [-2.310975, 1.520048, 0.318927], [-2.960942, -0.266507, 1.422580], [-1.393748, 1.112846, 1.993112], [-0.350006, 2.199355, -0.147702], [1.754890, 1.559120, -1.668209], [2.854137, -1.089385, -1.921572], [0.569435, -2.785338, 0.909592], [-0.049945, 1.174047, -0.402160], [2.326434, -1.466604, -0.986663], [-0.390159, -2.155522, 0.384365]],
  "forces_ev_per_a": [[-1.007, 1.116, -1.846], [0.287, 2.601, -1.944], [3.635, -2.979, 0.276], [0.042, 2.115, -3.671], [-0.328, -3.782, 1.631], [0.292, -2.803, 2.872], [3.812, 2.846, -0.923], [-1.904, -0.829, -0.370], [0.955, -2.664, -1.059], [-1.613, -1.384, 1.736], [-2.655, -1.392, 4.326], [-4.536, 2.869, -2.554], [-3.708, 4.201, 2.143], [1.013, 2.532, -3.032], [5.714, -2.447, 2.416]],
  "lowdin_charge": [-0.057, -0.293, -0.085, -0.218, -0.332, 0.129, 0.172, 0.069, 0.188, 0.144, 0.212, 0.275, -0.043, -0.090, -0.071],
  "total_charge": 0,
  "homo_lumo_gap_ev": 8.1,
  "de_lowest_kcal_mol": 132.8,
  "spin_multiplicity": 1
}